The following is a quantum chemistry calculation of the molecule C3H10N4O in a non-equilibrium geometry, from the OMol25 dataset.

- SMILES string = CNN(N)[C@@H]1CN1O
- HOMO level (eV) = -8.4
- energy above the lowest of the compared OMol25 structures with the same formula, charge and spin (kcal/mol) = 173.03
- net charge = 0
- Kohn-Sham gap (eV) = 9.4

Geometry (Å):
C -0.856 2.184 -0.161
N -0.034 1.238 -0.888
N 1.080 0.504 0.068
N 2.109 0.123 -0.793
C 0.498 -0.593 0.746
C 0.248 -1.979 0.189
N -0.951 -1.180 0.129
O -1.785 -1.527 1.233
H -0.278 3.065 0.148
H -1.685 2.543 -0.788
H -1.309 1.733 0.728
H -0.615 0.738 -1.566
H 1.746 -0.420 -1.572
H 3.031 0.217 -0.382
H 0.507 -0.483 1.825
H 0.265 -2.782 0.921
H 0.669 -2.215 -0.781
H -2.641 -1.167 0.944



The following is a quantum chemistry calculation of the molecule C4H9N2OS in a non-equilibrium geometry, from the OMol25 dataset.

- multiplicity = 2
- HOMO level (alpha / beta) (eV) = -9.3 / -9.0
- energy above the lowest of the compared OMol25 structures with the same formula, charge and spin (kcal/mol) = 4.43
- net charge = 0
- Kohn-Sham gap (alpha / beta) (eV) = 10.2 / 7.1

Geometry (Å):
C -1.409 -0.588 0.842
C -0.799 -0.044 -0.476
C -0.525 -1.125 -1.527
S -0.914 -0.679 -3.204
N 0.340 0.826 -0.223
C 1.397 0.503 0.583
N 2.079 1.639 1.030
O 1.579 -0.635 0.974
H -0.694 -0.520 1.655
H -2.305 0.008 1.016
H -1.751 -1.618 0.763
H -1.546 0.597 -0.912
H -0.876 -2.097 -1.206
H 0.531 -1.347 -1.654
H 0.457 1.520 -0.941
H 2.920 1.433 1.561
H 1.517 2.126 1.719



The following is a quantum chemistry calculation of a structure of composition C46H112F6N8O12S2 in a non-equilibrium geometry, from the OMol25 dataset.

- HOMO level (eV) = -19.3
- energy above the lowest of the compared OMol25 structures with the same formula, charge and spin (kcal/mol) = 151.77
- net charge = +6
- Kohn-Sham gap (eV) = 8.5

Geometry (Å):
C -13.122 12.246 21.378
C -14.370 12.960 21.816
C -15.621 12.739 20.964
O -16.236 14.034 20.882
C -16.120 14.834 19.612
N -14.563 12.899 23.277
H -13.713 13.144 23.765
H -15.296 13.506 23.617
H -14.763 11.944 23.535
H -13.117 12.195 20.289
H -13.123 11.192 21.657
H -12.201 12.749 21.672
H -14.078 14.001 21.679
H -16.341 12.012 21.340
H -15.301 12.462 19.959
H -17.108 14.887 19.155
H -15.563 14.318 18.830
H -15.663 15.815 19.742
C -14.927 6.304 11.687
C -14.569 4.901 12.190
C -13.539 4.704 13.188
O -13.338 3.331 13.508
C -13.141 2.894 14.858
N -15.880 4.213 12.694
H -16.583 4.849 13.043
H -16.363 3.682 11.983
H -15.619 3.619 13.469
H -15.556 6.790 12.433
H -15.496 6.233 10.760
H -14.045 6.890 11.430
H -14.486 4.172 11.384
H -13.742 5.370 14.027
H -12.651 5.041 12.654
H -14.161 2.749 15.215
H -12.510 3.574 15.430
H -12.712 1.900 14.730
C -8.788 13.651 22.083
C -7.356 13.890 22.649
C -7.395 14.326 24.085
N -6.137 15.001 24.674
C -6.271 15.154 26.222
C -6.418 13.804 26.910
C -5.372 12.767 26.607
C -5.013 12.730 25.056
C -4.914 14.128 24.410
C -5.846 16.364 24.053
H -9.146 13.851 21.073
H -9.504 14.195 22.700
H -9.233 12.689 22.337
H -6.824 14.546 21.961
H -6.883 12.907 22.648
H -7.718 13.508 24.728
H -8.114 15.142 24.160
H -7.174 15.743 26.384
H -5.419 15.699 26.628
H -7.366 13.334 26.647
H -6.560 13.999 27.973
H -5.618 11.784 27.007
H -4.474 13.193 27.053
H -5.767 12.093 24.595
H -4.159 12.079 24.868
H -4.675 14.092 23.347
H -4.048 14.571 24.902
H -5.630 16.032 23.037
H -4.898 16.615 24.527
H -6.624 17.074 24.335
C -15.818 9.824 12.724
C -16.723 10.675 13.561
C -16.244 10.863 15.023
N -17.164 11.757 15.869
C -16.498 11.847 17.277
C -16.652 10.540 18.081
C -18.075 9.976 18.181
C -18.791 9.883 16.761
C -18.649 11.257 16.001
C -17.109 13.204 15.334
H -15.543 8.907 13.246
H -14.905 10.375 12.496
H -16.332 9.554 11.802
H -17.754 10.324 13.517
H -16.743 11.639 13.054
H -15.273 11.341 14.892
H -16.099 9.858 15.417
H -15.475 12.125 17.025
H -16.904 12.720 17.787
H -15.974 9.908 17.507
H -16.094 10.612 19.015
H -18.165 8.961 18.568
H -18.666 10.585 18.866
H -18.335 9.135 16.112
H -19.854 9.648 16.806
H -19.081 11.169 15.004
H -19.168 12.044 16.548
H -17.697 13.823 16.012
H -17.539 13.244 14.333
H -16.087 13.572 15.244
C -1.456 12.336 20.216
O -1.490 13.690 19.657
C -1.901 13.763 18.280
C -3.408 14.090 17.989
N -4.255 13.320 19.025
H -4.250 12.313 18.939
H -3.726 13.668 19.811
C -5.787 13.690 18.999
C -6.688 13.044 17.920
O -6.097 13.380 16.648
C -6.702 13.027 15.315
H -0.776 12.219 21.060
H -1.000 11.618 19.534
H -2.490 12.025 20.369
H -1.721 12.884 17.661
H -1.214 14.389 17.711
H -3.761 13.736 17.021
H -3.642 15.105 18.311
H -5.891 14.775 19.000
H -6.133 13.322 19.965
H -7.734 13.298 17.749
H -6.617 11.959 17.990
H -6.808 11.968 15.078
H -6.115 13.444 14.497
H -7.638 13.544 15.101
C -11.024 4.028 29.511
O -10.364 5.189 28.940
C -9.787 4.971 27.577
C -10.956 4.830 26.610
N -10.807 5.835 25.389
H -10.415 6.697 25.740
H -10.100 5.572 24.718
C -12.022 6.180 24.615
C -11.710 6.856 23.282
O -11.681 8.239 23.668
C -11.610 9.183 22.562
H -11.571 4.362 30.393
H -10.277 3.349 29.922
H -11.730 3.445 28.919
H -9.155 4.096 27.430
H -9.104 5.820 27.538
H -11.921 5.077 27.051
H -11.035 3.817 26.216
H -12.707 6.741 25.250
H -12.621 5.286 24.443
H -12.530 6.632 22.600
H -10.849 6.478 22.732
H -10.986 8.905 21.713
H -11.278 10.144 22.957
H -12.660 9.237 22.275
C -12.797 4.422 18.461
O -11.456 4.901 18.323
C -11.030 5.507 19.485
C -9.634 6.131 19.263
N -9.606 6.923 17.883
H -9.883 6.234 17.198
H -10.362 7.590 17.950
C -8.250 7.484 17.544
C -7.284 6.331 17.121
O -8.034 5.337 16.540
C -8.158 5.348 15.132
H -13.005 3.889 17.533
H -13.556 5.204 18.466
H -13.007 3.853 19.367
H -11.037 4.769 20.287
H -11.618 6.391 19.730
H -8.912 5.359 18.994
H -9.213 6.595 20.155
H -7.885 8.051 18.400
H -8.561 8.192 16.776
H -6.826 5.851 17.986
H -6.454 6.626 16.480
H -8.260 4.373 14.656
H -7.244 5.697 14.653
H -9.034 5.946 14.882
C -11.897 7.597 14.664
F -12.639 7.535 13.526
F -11.483 6.380 14.940
F -10.802 8.396 14.513
S -12.947 8.310 16.214
O -13.761 9.341 15.648
O -13.588 7.045 16.603
N -11.554 8.747 17.251
S -11.846 10.246 17.677
O -11.680 11.237 16.567
O -12.992 10.409 18.542
C -10.290 10.599 18.756
F -9.887 9.515 19.447
F -9.324 10.842 17.851
F -10.439 11.639 19.570



The following is a quantum chemistry calculation of a structure of composition C21H40NOS4SiW, from the OMol25 dataset.

- multiplicity = 3
- HOMO level (alpha / beta) (eV) = -17.1 / -17.1
- energy above the lowest of the compared OMol25 structures with the same formula, charge and spin (kcal/mol) = 3.75
- net charge = +3
- Kohn-Sham gap (alpha / beta) (eV) = 7.0 / 7.1

Geometry (Å):
W -1.319 0.187 -0.095
C -1.617 2.172 -2.966
C -2.193 3.003 -1.834
S -3.037 2.102 -0.502
C -4.480 1.286 -1.250
C -4.193 0.095 -2.151
S -3.083 -1.110 -1.350
C -2.036 -1.711 -2.708
C -1.250 -0.640 -3.459
S -0.614 0.725 -2.409
H -0.942 2.787 -3.561
H -2.389 1.799 -3.632
H -2.888 3.741 -2.237
H -1.414 3.553 -1.303
H -5.051 2.044 -1.788
H -5.083 0.992 -0.389
H -3.754 0.389 -3.100
H -5.124 -0.430 -2.365
H -2.665 -2.274 -3.399
H -1.366 -2.419 -2.219
H -1.831 -0.171 -4.252
H -0.377 -1.095 -3.925
C -0.006 -2.269 3.174
Si -1.292 -1.976 1.883
C -2.263 -0.338 2.208
C -2.552 -3.309 1.625
N -0.461 -1.460 0.351
C 0.527 -2.248 -0.298
C 0.572 -3.633 -0.126
C 1.533 -4.383 -0.785
C 2.466 -3.764 -1.607
C 2.445 -2.381 -1.757
C 1.485 -1.627 -1.107
H -0.398 -2.045 4.169
H 0.886 -1.661 3.010
H 0.302 -3.317 3.181
H -3.333 -0.399 2.003
H -1.909 0.687 1.964
H -2.172 -0.247 3.298
H -2.717 -3.830 2.572
H -2.245 -4.060 0.897
H -3.514 -2.908 1.304
H -0.141 -4.136 0.513
H 1.557 -5.456 -0.650
H 3.219 -4.353 -2.111
H 3.195 -1.892 -2.365
H 1.516 -0.545 -1.177
C 4.069 1.247 -0.815
C 3.703 2.573 -0.160
C 2.191 2.804 -0.073
S 1.403 1.645 1.061
O -0.120 1.672 0.590
C 1.294 2.578 2.601
C 2.624 2.655 3.352
C 3.189 1.293 3.740
H 5.150 1.147 -0.885
H 3.670 1.191 -1.831
H 3.701 0.389 -0.247
H 4.099 3.403 -0.748
H 4.164 2.661 0.823
H 1.727 2.576 -1.037
H 1.914 3.812 0.238
H 0.562 2.008 3.179
H 0.876 3.555 2.355
H 2.416 3.244 4.247
H 3.351 3.235 2.785
H 2.478 0.734 4.352
H 4.096 1.417 4.328
H 3.448 0.687 2.868